114
Properties=species:S:1:pos:R:3 method="wB97M-V/def2-TZVPD" max_force_ha_per_bohr=0.088 homo_ev=-11.0 charge=+1 energy_ev=-92331.75907 spin_multiplicity=1
I 3.198 2.069 2.968
I -1.638 1.315 1.388
S 1.264 4.831 4.074
O 1.235 -0.550 -2.995
O 6.080 -6.086 -3.370
O -7.485 3.635 4.818
O 0.378 3.959 -4.349
O 5.884 -4.738 -1.635
O -8.048 3.509 6.949
O -3.575 -0.669 -6.196
O -4.305 0.761 -7.713
O 0.572 2.600 -6.086
O 2.916 -1.001 -1.641
O 7.060 -5.730 2.410
O 5.040 -6.600 2.243
N -0.542 3.910 5.811
N -2.202 0.795 6.523
N -1.318 2.981 6.350
C -4.471 1.739 5.715
C 6.343 -4.230 -0.372
C 4.128 -7.700 2.363
C -4.495 2.686 6.983
C 2.571 2.995 -4.889
C 0.514 -0.739 -4.225
C 0.196 2.234 4.031
C 0.845 4.465 -3.092
C 8.082 -5.695 -2.172
C 1.374 1.136 0.392
C -0.646 -1.694 -4.032
C 6.297 -6.609 2.719
C 0.155 3.532 4.758
C -8.052 4.937 2.841
C 1.040 1.915 2.815
C -3.460 0.530 5.791
C 7.129 -2.948 -0.552
C 1.636 5.743 -3.276
C 1.093 3.142 -5.140
C 2.242 -1.339 -2.583
C 0.514 1.510 1.629
C -4.153 1.955 -8.492
C -1.904 0.665 -7.203
C 2.441 -2.676 -3.245
C -3.323 0.219 -6.973
C -3.623 1.642 -9.876
C 6.694 -7.670 3.712
C -8.399 3.643 5.804
C -9.839 3.918 5.461
C -1.368 1.734 5.832
C -7.805 3.560 3.421
C -0.680 1.224 4.661
C 6.603 -5.551 -2.427
C 3.366 -7.640 3.672
H -4.071 2.240 7.914
H 6.530 -2.207 -1.087
H -0.049 4.676 -2.503
H 1.574 2.082 -0.170
H -6.934 3.116 2.936
H -1.813 1.716 -7.463
H 2.301 0.565 0.635
H -2.626 1.199 -9.831
H -5.590 2.903 7.213
H -1.226 -1.783 -4.951
H 1.843 -3.427 -2.729
H -5.151 2.387 -8.578
H 2.883 2.013 -5.240
H 7.419 -2.536 0.415
H 4.037 -7.726 4.529
H 8.032 -3.112 -1.143
H 8.349 -5.650 -1.118
H 2.536 5.575 -3.870
H -1.349 0.532 -6.276
H -0.301 -2.689 -3.743
H -3.542 2.692 -7.967
H 3.426 -7.602 1.534
H 6.213 -8.631 3.540
H 6.900 -4.988 0.177
H -3.964 -0.333 6.303
H 2.851 -6.682 3.767
H 3.495 -2.946 -3.165
H 0.126 0.241 -4.505
H -8.912 5.419 3.308
H 0.754 0.471 -0.256
H 5.447 -4.023 0.214
H 1.932 6.154 -2.309
H -10.468 3.432 6.205
H 2.842 3.044 -3.836
H 6.475 -7.319 4.721
H -5.497 1.282 5.646
H -10.017 4.993 5.493
H 8.396 -6.676 -2.527
H 0.467 5.917 3.818
H 2.205 -2.676 -4.307
H 8.619 -4.927 -2.727
H -8.637 2.877 3.246
H -2.356 1.090 7.487
H -4.364 2.330 4.764
H -4.270 0.920 -10.376
H -3.571 2.548 -10.481
H 1.183 -1.046 -5.031
H -1.301 -1.340 -3.234
H 3.109 3.761 -5.449
H -3.273 0.170 4.743
H -1.864 3.218 7.184
H -7.191 5.584 3.018
H -10.142 3.519 4.495
H 1.403 3.702 -2.545
H 1.039 6.486 -3.807
H 2.631 -8.443 3.726
H -0.767 0.189 4.272
H -4.053 3.670 6.691
H -1.453 0.046 -7.979
H -8.231 4.875 1.767
H 7.766 -7.842 3.620
H 4.641 -8.652 2.222

=====

109
Properties=species:S:1:pos:R:3 method="wB97M-V/def2-TZVPD" max_force_ha_per_bohr=0.035 homo_ev=-7.7 energy_ev=-136514.77303 spin_multiplicity=1
Br -1.753 -0.749 -2.041
S -1.287 -6.577 0.884
O 3.024 2.034 1.354
O -7.952 -8.558 -1.041
O 2.226 5.025 -5.365
O -3.611 -7.574 4.363
O 2.051 6.417 -2.144
O 1.513 -1.104 4.116
O 4.467 10.201 0.803
O -3.422 -8.147 2.294
N -0.996 -6.084 -1.969
N -2.970 -7.357 3.419
C -4.349 -7.350 1.540
C 3.503 -2.082 5.063
C -3.322 -6.501 -2.532
C -2.647 -6.719 -0.273
C -3.930 -7.060 0.111
C -2.323 -6.437 -1.592
C 0.597 -3.018 0.462
C -4.612 -6.824 -2.179
C 4.314 9.389 1.968
C -8.155 -9.250 1.264
C -8.116 -9.695 -0.190
C 2.247 4.247 0.788
C 2.571 7.508 -1.384
C 2.895 -0.861 4.387
C 0.622 -2.917 -0.915
C 1.929 2.942 1.498
C -0.585 0.039 -0.697
C 1.258 3.984 -5.219
C 3.618 -0.521 3.093
C 1.224 3.137 -6.482
C -0.495 -5.120 0.210
C 1.594 3.144 -3.997
C 4.869 10.122 3.179
C 3.889 7.969 -1.987
C 1.225 -1.655 -1.542
C -4.905 -7.110 -0.872
C 1.646 3.167 2.976
C 0.123 -3.918 -1.717
C -9.387 -10.439 -0.569
C -0.456 -5.043 -1.164
C 0.915 -0.373 -0.770
C 0.017 -4.142 1.024
C 1.553 8.639 -1.353
C 2.847 9.037 2.158
H -0.631 1.118 -0.868
H -7.244 -8.711 1.525
H 4.675 -0.310 3.275
H 2.318 -1.772 -1.580
H -4.444 -6.374 2.046
H 3.165 0.350 2.619
H 2.244 9.941 2.286
H 3.797 2.435 1.766
H 0.291 4.468 -5.077
H 1.914 9.483 -0.763
H 1.263 -0.436 0.267
H 0.609 8.294 -0.927
H 1.896 6.727 -3.044
H -5.928 -7.350 -0.552
H 1.481 0.462 -1.202
H 1.460 -1.857 3.518
H 2.582 2.686 -4.100
H 0.858 2.350 -3.847
H 3.141 4.714 1.213
H 3.963 11.011 0.940
H 1.623 3.767 -3.101
H 3.426 -2.959 4.414
H 2.701 8.397 3.030
H 1.064 2.471 1.026
H 3.087 4.613 -5.491
H -5.382 -6.838 -2.944
H 2.520 3.597 3.474
H -0.980 -0.096 0.312
H 4.555 -1.918 5.302
H 4.890 8.478 1.796
H 3.546 -1.349 2.380
H 0.478 2.344 -6.407
H -1.041 -5.705 -2.911
H -9.352 -10.747 -1.615
H 3.745 8.300 -3.020
H 4.333 11.062 3.340
H 0.195 -3.797 -2.798
H 2.201 2.679 -6.665
H -0.063 -4.294 2.098
H 0.991 3.754 -7.351
H -8.258 -10.103 1.937
H 2.939 -0.008 5.066
H 4.785 9.515 4.083
H 2.740 7.138 -0.372
H 5.919 10.374 3.025
H -10.262 -9.793 -0.454
H 1.416 4.950 0.863
H 2.968 -2.317 5.984
H 4.605 7.146 -2.011
H 4.319 8.791 -1.413
H -8.992 -8.567 1.437
H -5.348 -7.793 1.547
H -7.251 -10.338 -0.355
H -9.526 -11.326 0.051
H 2.455 4.067 -0.268
H 1.003 -2.269 1.132
H 1.337 8.991 -2.366
H 1.426 2.220 3.473
H -8.711 -7.978 -0.910
H 0.799 3.840 3.118
H -3.140 -6.277 -3.583
H 2.463 8.520 1.280
H 0.904 -1.594 -2.588

=====

131
Properties=species:S:1:pos:R:3 method="wB97M-V/def2-TZVPD" max_force_ha_per_bohr=0.106 homo_ev=-4.2 charge=-1 energy_ev=-173787.58156 spin_multiplicity=1
Cd 1.142 -3.798 -0.380
Zn -1.003 3.687 0.420
S -2.044 -4.212 0.775
S -0.057 -6.075 1.106
F -2.490 -3.362 -1.690
F -3.248 -5.335 -1.291
F -4.251 -3.546 -0.519
F -0.497 -7.700 -0.942
F -2.171 -7.541 0.373
F -0.436 -8.697 0.940
O 1.308 -6.217 0.657
O 1.373 -5.132 -2.035
O 1.156 -3.273 3.792
O 2.083 -1.840 -4.981
O 3.372 -4.009 -0.204
O -2.713 -5.124 1.662
O -3.580 -1.049 2.662
O -0.388 1.962 1.707
O -6.631 3.251 -2.274
O -0.226 -6.049 2.518
O -5.201 4.856 -4.030
O -2.794 2.918 0.301
O -1.720 4.995 -0.975
O -2.043 -2.840 1.226
O -1.201 2.289 -3.992
O -0.159 2.255 -1.028
O 1.337 -2.114 -1.485
O 1.084 2.016 4.265
O 0.911 4.585 0.814
O -1.708 4.891 1.982
O 5.816 2.058 -1.374
O 1.257 -2.391 1.141
N -0.584 -4.631 0.257
C -4.271 1.109 3.460
C -2.877 4.643 -1.373
C 2.795 5.814 -0.041
C -4.846 3.059 -0.872
C -0.884 3.019 -6.251
C -0.250 -5.717 -3.775
C -5.467 3.610 -1.979
C -0.183 -3.302 4.324
C 5.032 -2.469 0.700
C 0.542 0.125 -1.391
C 4.709 1.304 -0.935
C 0.847 -1.280 0.746
C 1.896 0.852 4.448
C 0.001 0.996 0.963
C 1.200 -0.918 -5.634
C 0.305 -0.212 1.498
C -0.254 -1.243 -5.297
C 0.162 1.148 -0.531
C -3.127 -4.121 -0.801
C 3.679 2.187 -0.215
C -2.563 4.288 2.946
C 1.441 5.229 -0.393
C 0.502 -4.594 -3.076
C 0.956 -1.101 -0.860
C -0.129 -2.957 5.802
C 4.322 -2.962 -0.569
C -0.855 -7.618 0.320
C -4.763 4.587 -2.903
C -0.721 3.360 -4.778
C -3.402 0.336 2.446
C -2.071 4.558 4.383
C -3.503 5.100 -2.528
C 2.754 0.972 5.702
C -3.559 3.538 -0.502
H 1.248 -0.012 4.626
H 3.730 -2.207 -1.074
H -2.768 4.097 5.080
H 4.147 2.634 0.664
H 1.122 -2.751 2.980
H 4.212 0.975 -1.857
H -5.296 0.769 3.599
H 4.906 0.359 -0.422
H -0.600 -5.362 -4.755
H 5.378 -3.331 1.274
H -2.686 3.230 2.749
H -0.899 -0.852 -6.087
H 1.414 0.128 -5.413
H 0.318 3.565 -4.491
H -4.313 2.175 3.223
H -1.573 5.814 2.210
H 0.769 6.033 -0.689
H -3.698 0.693 1.454
H 3.515 0.196 5.562
H -2.352 0.592 2.609
H -1.912 3.056 -6.600
H 4.279 -2.048 1.372
H 0.581 0.242 -2.465
H -1.103 4.061 4.512
H -1.338 4.253 -4.614
H -0.293 3.771 -6.791
H -1.099 -2.958 6.300
H -0.438 -2.319 -5.280
H 3.385 1.866 5.722
H 0.317 -6.591 -4.097
H 3.387 3.038 -0.839
H -0.250 -3.887 -2.734
H 0.226 -0.415 2.559
H 1.142 -4.071 -3.787
H 0.510 -3.657 6.345
H 0.537 1.785 3.491
H 2.565 0.751 3.589
H -2.992 5.818 -3.154
H 0.329 -1.972 5.905
H 3.164 6.341 -0.927
H -1.840 5.602 4.602
H 5.831 -1.754 0.524
H 1.278 -1.066 -6.711
H -2.759 -1.504 2.425
H -0.417 2.090 -6.590
H 1.468 4.464 -1.169
H 2.258 0.887 6.665
H -3.568 4.722 2.913
H 2.075 -5.582 -2.515
H 3.549 5.129 0.346
H 2.704 1.712 -0.101
H -3.792 1.081 4.445
H 5.091 -3.442 -1.175
H -0.630 -4.268 4.104
H 1.681 4.575 1.388
H -0.585 -0.813 -4.351
H 1.758 -1.920 -4.078
H 6.547 1.920 -0.763
H -1.207 -5.954 -3.310
H 2.768 6.662 0.652
H 3.938 -4.764 -0.009
H -5.286 2.335 -0.203
H -0.840 2.386 -3.103
H -0.702 -2.475 3.832

=====

121
Properties=species:S:1:pos:R:3 method="wB97M-V/def2-TZVPD" max_force_ha_per_bohr=0.101 homo_ev=-10.3 charge=+1 energy_ev=-117282.49364 spin_multiplicity=1
I -1.424 5.752 4.886
Cl -2.816 -1.231 4.299
P 0.031 -1.833 -0.237
P -1.464 0.353 4.062
P -2.010 -0.321 0.788
F 2.647 1.404 3.611
O -2.762 0.960 -4.502
O -2.903 -0.694 -0.363
O -1.091 0.872 5.616
O 1.834 -1.683 -3.111
O -7.885 -1.916 0.492
O 1.217 -2.986 0.065
O -2.372 3.720 0.500
O 6.933 -2.330 -1.044
N -3.584 2.584 -5.807
N 4.959 -0.786 -2.069
N -0.111 1.335 1.644
N -6.532 -2.601 2.139
N 0.103 -0.243 3.350
N -0.613 -2.380 -1.790
N 3.368 2.538 0.620
N 1.942 -0.008 1.782
N 9.073 -2.698 -0.505
C 0.679 -1.408 4.070
C -3.542 1.293 -5.386
C -4.477 0.310 -6.039
C 2.121 0.237 0.321
C -5.756 -2.763 -0.190
C -6.810 -2.392 0.819
C 7.335 -3.213 1.145
C -5.780 1.848 -2.057
C 2.445 1.707 -0.147
C 0.637 0.357 -1.922
C -5.327 -3.150 2.727
C 2.972 0.271 2.754
C -2.459 2.640 -0.052
C -0.507 0.807 0.324
C 1.843 -0.246 -2.888
C -4.404 2.212 -1.690
C 4.617 -0.281 -0.698
C -6.751 1.424 -1.028
C 4.495 0.358 2.467
C 1.305 -0.814 -4.327
C -4.887 1.769 0.725
C 7.751 -2.714 -0.214
C -4.431 3.166 -6.831
C 0.667 0.330 2.307
C 3.243 -0.802 -0.161
C 0.701 -0.031 -0.430
C -1.263 1.810 -0.644
C 0.151 2.728 1.909
C 10.181 -3.109 0.337
C -0.624 4.982 3.028
C -0.681 3.408 3.099
C -3.945 2.179 -0.304
C -6.245 1.384 0.349
C 1.149 -2.623 3.195
H -0.274 0.052 -2.486
H -0.090 -1.845 4.773
H -5.029 3.959 -6.378
H 4.878 -0.695 2.320
H -4.270 0.246 -7.109
H -4.560 1.733 1.797
H 0.813 1.435 -2.215
H 5.434 -0.720 -0.049
H -0.539 2.594 -1.014
H -1.218 5.404 2.181
H 9.277 -2.352 -1.431
H 2.881 -1.522 -0.943
H -6.142 1.892 -3.114
H -5.514 0.608 -5.875
H 0.271 -2.977 2.582
H 0.460 5.250 2.870
H 5.867 -1.269 -2.026
H -4.328 -0.675 -5.600
H -1.748 3.061 2.990
H -1.799 0.507 6.190
H 10.848 -2.255 0.473
H -6.121 -2.538 -1.190
H -4.845 -2.183 -0.017
H 4.819 0.816 -0.711
H 0.343 -1.394 -4.271
H -4.585 -3.408 1.975
H 7.770 -2.587 1.926
H 1.533 2.354 -0.351
H -5.539 -3.832 -0.132
H -5.092 2.430 -7.281
H 3.469 3.461 0.202
H -4.911 -2.403 3.406
H 0.075 3.465 1.059
H 1.473 -1.007 4.770
H -7.794 1.161 -1.313
H 10.725 -3.907 -0.171
H 4.988 0.703 3.422
H -2.932 3.186 -5.327
H -2.788 0.598 1.592
H 1.361 -3.465 3.917
H -0.982 -3.318 -1.585
H -6.970 1.031 1.128
H 4.884 0.977 1.641
H -1.729 -1.317 1.755
H -1.364 -1.756 -2.095
H 2.009 -1.342 -5.012
H -3.767 2.545 -2.550
H -0.269 3.045 4.076
H -3.794 3.599 -7.604
H -1.772 1.281 -1.503
H 5.124 0.023 -2.681
H 6.250 -3.166 1.229
H -5.594 -4.043 3.295
H 1.024 -3.808 -0.422
H 3.176 2.651 1.612
H 2.887 1.627 -1.186
H 7.646 -4.250 1.277
H 2.050 -2.441 2.566
H -7.284 -2.329 2.755
H 1.223 2.861 2.258
H 2.971 -0.592 3.497
H 2.853 0.307 -2.902
H 9.848 -3.463 1.308
H 3.467 -1.487 0.712